No. 1
14
Properties=species:S:1:pos:R:3 method="wB97M-V/def2-TZVPD" total_charge=+1 e_homo_ev=-12.6645 total_energy_ha=-337.196804 de_lowest_kj_mol=282.1
N -0.519 2.245 -1.560
H 0.192 -0.635 0.917
H 1.813 0.907 -0.019
H -0.480 -2.163 1.190
C -0.301 1.245 -0.801
H -1.516 -1.965 -0.889
C -0.967 -1.144 -0.523
N -0.248 -1.492 0.523
H -1.226 0.148 -2.127
N -0.821 3.218 -2.042
H 0.431 1.123 1.138
H 0.849 2.469 0.219
N -0.841 -0.026 -1.225
C 0.861 1.394 0.169

***

No. 2
13
Properties=species:S:1:pos:R:3 method="wB97M-V/def2-TZVPD" total_charge=+1 e_homo_ev="-13.1065 / -13.1032" total_energy_ha=-588.367717 spin_multiplicity=2 de_lowest_kj_mol=127.1
N 0.625 -0.322 -1.340
C -0.641 -0.179 -0.613
H 2.520 1.608 0.724
H 1.531 -0.004 -0.675
H 0.620 0.287 -2.156
N -1.882 -0.257 1.440
H 0.771 -1.270 -1.690
C -0.700 -0.219 0.724
H -1.814 0.250 2.316
H -2.652 0.157 0.935
H -1.536 -0.063 -1.209
S 2.964 0.438 0.248
H 0.194 -0.426 1.297

***

No. 3
91
Properties=species:S:1:pos:R:3 method="wB97M-V/def2-TZVPD" total_charge=-1 e_homo_ev="-3.3937 / -3.5314" total_energy_ha=-5127.988101 spin_multiplicity=3 de_lowest_kj_mol=2696.7
N -3.489 -0.082 1.437
H 5.892 4.018 3.944
C 0.408 -3.408 -2.170
H 2.274 -4.377 -2.663
H 5.167 4.779 -0.212
C -2.816 -1.217 3.463
C -0.859 -5.448 -3.540
C 2.165 -1.428 0.195
C 0.552 -5.409 -3.444
C 0.541 0.137 -3.017
C -7.088 1.390 -1.658
C 2.241 2.103 -0.573
C 1.197 -4.407 -2.758
H 5.016 -1.899 -0.314
C -6.542 1.139 -2.945
S 1.904 1.972 2.037
C 3.793 3.453 0.751
C 4.898 4.292 0.718
S -0.683 3.775 -1.117
C -5.115 1.000 -0.715
Cl -2.573 0.355 -3.869
H -4.776 -2.692 5.751
H 1.132 -6.191 -3.919
C 0.731 -2.286 -1.353
N -1.192 -0.522 1.943
H 6.494 5.176 1.835
C 5.639 4.513 1.870
H -2.716 -4.506 -2.994
H 3.524 -1.117 4.392
C -4.100 0.728 -2.737
C -3.884 -2.318 5.264
O -0.921 2.544 -2.153
O 0.107 3.178 -0.063
O -0.099 4.910 -1.742
O -2.120 3.908 -0.644
H 0.558 0.202 -5.123
N 1.112 -0.997 1.000
H -8.154 1.611 -1.669
C -3.068 0.573 0.353
Cl -3.676 0.633 -1.156
C 1.524 -1.021 2.285
N 0.926 0.634 -1.809
C -2.635 -2.550 5.855
H 3.268 3.729 -1.220
H -6.763 1.623 0.559
C -1.635 -4.482 -2.945
C -1.464 -2.118 5.251
C 0.941 0.647 -4.216
Cl -3.595 3.461 -2.762
C -3.117 -0.830 -1.352
C 4.699 -1.730 0.707
H 3.886 2.559 4.009
H -5.146 0.890 -4.561
C 1.795 1.768 -4.246
N 1.778 1.356 0.431
H -7.306 1.230 -3.713
C -0.578 -0.997 3.074
C 3.859 -1.287 3.377
C -0.981 -3.455 -2.253
W -0.179 0.424 0.032
H -1.327 -6.257 -4.087
H -0.491 -2.303 5.687
N -2.818 -2.059 -1.515
H -0.121 -0.709 -2.999
H -4.948 -1.463 3.583
C 2.948 -1.253 2.322
C 5.296 3.876 3.053
C 3.410 2.863 1.952
C -3.992 -1.641 4.058
H 5.919 -1.553 3.875
H 2.925 3.107 -3.053
C -2.548 -0.562 2.180
C 3.357 -1.477 1.000
N 1.958 -2.077 -0.918
C 5.183 -1.527 3.080
C -5.240 0.923 -3.486
C 4.180 3.051 3.090
C 1.832 1.680 -1.852
N 0.700 -1.081 3.333
C -1.487 -2.319 -1.546
C 2.257 2.257 -3.062
C -1.582 -1.450 4.042
N -1.806 1.456 0.560
N 3.078 3.168 -0.410
N -0.457 -1.596 -0.998
H -2.587 -3.091 6.792
H 2.081 2.225 -5.184
Si -2.339 2.140 -1.289
C -6.379 1.393 -0.426
C 5.599 -1.742 1.752
H 6.648 -1.919 1.552

***

No. 4
40
Properties=species:S:1:pos:R:3 method="wB97M-V/def2-TZVPD" total_charge=0 e_homo_ev=-8.0196 total_energy_ha=-1408.110607 smiles="COCCCNC(=O)c1cc2c(=O)n3cccc(C)c3nc2s1" de_lowest_kj_mol=77.5
H 1.244 1.424 4.058
C 0.526 0.051 2.117
C -2.254 -0.844 -5.229
H -1.301 -0.319 -5.261
H 4.254 3.344 3.997
C -0.922 -3.452 -1.211
C -1.715 -4.537 -3.187
C 0.022 -0.545 0.866
H 1.361 4.781 5.402
C -0.849 -1.021 -1.410
C -0.140 -1.879 0.648
H -2.938 -0.223 -4.655
S -0.437 0.412 -0.534
O 0.843 -0.639 3.067
H -1.543 -5.416 -2.583
C -2.081 -2.163 -4.555
C -2.372 -3.353 -5.153
C 1.700 5.287 4.489
O -0.797 -4.540 -0.695
H 2.839 3.008 5.023
N -1.308 -0.998 -2.656
C -1.584 -2.153 -3.214
H -2.634 -0.971 -6.239
H -2.747 -3.374 -6.165
C 2.490 2.755 2.893
C 3.171 3.462 4.077
N -1.416 -3.362 -2.563
C 1.130 2.143 3.242
H 0.088 -2.626 1.386
H 1.779 6.356 4.678
O 2.984 4.858 4.115
H 0.414 2.913 3.543
H 3.138 1.950 2.544
C -2.185 -4.566 -4.456
H 0.364 1.917 1.289
N 0.584 1.404 2.129
H 2.380 3.475 2.078
C -0.635 -2.171 -0.644
H 0.963 5.122 3.695
H -2.414 -5.508 -4.926

***

No. 5
23
Properties=species:S:1:pos:R:3 method="wB97M-V/def2-TZVPD" total_charge=0 e_homo_ev=-8.4231 total_energy_ha=-1125.571963 smiles="CC(C)N1C(=S)SC[C@H]1C" de_lowest_kj_mol=12.3
H -1.124 0.333 2.022
H -2.834 1.099 -0.947
H 3.403 -1.058 -0.860
C -1.225 -0.105 0.040
H 1.952 -1.221 -1.859
C 1.638 -0.692 1.494
C -1.572 0.853 1.217
H -3.153 -0.631 -1.045
H -1.189 1.801 0.990
N 0.151 0.029 -0.340
H 2.403 -1.282 1.833
H -1.961 0.034 -1.975
C -2.391 0.125 -1.029
H 2.006 0.258 1.752
C 0.747 1.331 -0.864
C 1.185 -0.938 -0.024
H 0.609 -1.945 -0.203
H -2.721 0.965 1.162
C 2.288 -0.690 -1.037
S 2.443 1.110 -1.356
H -1.362 -1.295 0.237
S -0.028 2.714 -1.195
H 0.734 -0.795 1.989

***

No. 6
13
Properties=species:S:1:pos:R:3 method="wB97M-V/def2-TZVPD" total_charge=0 e_homo_ev=-9.3062 total_energy_ha=-1081.637403 de_lowest_kj_mol=409.2
C 1.690 0.533 -0.096
C 0.173 0.345 -0.408
C -1.923 0.313 0.746
S 2.832 -0.648 0.252
H 2.125 -1.644 -0.440
H -1.895 1.499 1.473
H -0.219 0.914 -1.130
S -3.354 -0.011 -0.118
H -0.324 -0.610 1.529
H -1.148 -0.732 -1.314
O 2.050 1.730 -0.266
N -0.289 -1.083 -0.712
C -0.699 -0.382 0.565

***

No. 7
83
Properties=species:S:1:pos:R:3 method="wB97M-V/def2-TZVPD" total_charge=-2 e_homo_ev=-1.7387 total_energy_ha=-3533.573471 de_lowest_kj_mol=169.0
F -5.809 2.891 -0.330
H 4.794 0.822 0.663
N -0.968 -2.255 0.585
H 2.358 1.261 0.942
F -4.194 4.214 0.151
C -1.474 -2.880 1.601
C -0.190 0.597 -2.197
H 2.491 3.767 1.770
C -1.989 -4.583 -4.395
H -2.175 5.566 1.755
C -1.161 5.201 1.762
C 4.907 0.225 1.567
H -5.479 0.529 0.657
N -1.158 4.217 -0.551
C -4.490 0.516 0.205
H 2.942 -4.420 1.791
C 0.667 3.992 0.663
C 4.607 -2.143 -0.803
C 2.459 0.643 1.811
H -3.927 -0.326 0.600
C 2.024 -0.467 3.570
C 0.169 -4.104 -3.411
C -2.499 -3.349 -4.043
H 1.589 5.020 3.723
C -0.679 -4.958 -4.089
F -3.769 1.150 2.845
C 0.977 4.865 2.844
H 1.184 -4.375 -3.166
N 0.356 -2.024 0.405
H 4.115 -1.213 3.815
H 0.816 -3.977 0.869
C -4.459 2.963 -0.290
H 5.391 -4.469 1.524
C -0.649 4.515 0.677
C -1.649 -2.452 -3.408
C -0.658 -0.765 -2.578
H -1.215 3.643 -3.073
H 1.425 -0.876 4.357
H 0.748 0.750 -2.745
C -0.207 3.506 -1.221
N 0.901 3.378 -0.543
N -2.878 -2.934 1.589
H -3.255 -2.942 0.650
C 5.377 -2.989 -0.041
C -0.322 -2.852 -3.080
N 3.625 0.081 2.192
H 0.073 0.592 -1.127
C -3.720 1.824 0.515
C 3.195 -2.040 -0.651
C 3.354 -0.643 3.321
H -2.117 4.294 -0.830
H 5.081 -1.522 -1.557
S -0.771 -3.517 3.008
H 1.194 -1.633 -2.039
F -4.066 2.967 -1.576
C 1.180 -2.990 0.557
C 3.412 -3.772 1.060
H -4.572 0.419 -0.875
F -5.260 2.581 2.275
C 1.490 4.171 1.767
N -1.117 1.645 -2.564
C -0.510 2.963 -2.580
K -0.968 0.190 0.739
N -1.816 -1.133 -3.073
H -1.886 1.638 -1.896
H 6.454 -3.034 -0.196
N 0.271 -1.752 -2.553
O 2.538 -1.221 -1.374
H -3.215 -3.689 2.169
C 4.787 -3.804 0.917
H 5.612 0.718 2.246
H -0.678 5.920 3.709
F -3.205 3.182 2.456
N 1.481 0.343 2.624
H 5.304 -0.753 1.286
H -2.620 -5.282 -4.929
O -2.444 1.840 0.234
C -3.981 2.183 2.019
H 0.409 2.914 -3.173
C 2.604 -2.918 0.318
C -0.325 5.370 2.846
H -0.322 -5.928 -4.415
H -3.520 -3.080 -4.280

***

No. 8
16
Properties=species:S:1:pos:R:3 method="wB97M-V/def2-TZVPD" total_charge=0 e_homo_ev="-7.6017 / -7.6008" total_energy_ha=-271.528017 de_lowest_kj_mol=589.7
C 0.946 0.422 0.227
H -1.532 0.990 0.888
H 0.657 -1.229 1.693
H -0.345 1.257 -0.923
C -1.387 0.462 -0.062
H -2.278 0.622 -0.688
H 2.505 -1.077 -0.116
C -1.035 -1.002 0.196
C 0.392 -0.889 0.691
C 1.479 -0.812 -0.364
H -1.072 -1.591 -0.729
H 1.191 -1.051 -1.385
O 0.587 1.700 -1.283
H -1.692 -1.511 0.917
H 1.502 1.155 0.793
H 0.609 2.596 -0.906